{"formula": "C33H72N4O8PS", "method": "ωB97M-V/def2-TZVPD", "charge": -1, "e_tot_ha": -2860.7994, "multiplicity": 1, "e_lumo_ev": 2.1, "max_force_ha_per_bohr": 0.030, "symbols": ["C", "O", "C", "C", "C", "C", "C", "P", "C", "C", "C", "C", "C", "C", "C", "C", "S", "C", "N", "N", "C", "O", "C", "C", "C", "C", "O", "C", "O", "H", "H", "H", "H", "H", "H", "H", "H", "H", "H", "H", "H", "H", "H", "H", "H", "H", "H", "H", "H", "H", "H", "H", "H", "H", "H", "H", "H", "H", "H", "H", "H", "H", "H", "H", "H", "H", "H", "H", "H", "H", "H", "C", "O", "C", "C", "N", "C", "C", "O", "C", "H", "H", "H", "H", "H", "H", "H", "H", "H", "H", "H", "H", "H", "H", "H", "C", "O", "C", "C", "N", "C", "C", "O", "C", "H", "H", "H", "H", "H", "H", "H", "H", "H", "H", "H", "H", "H", "H", "H"], "positions_angstrom": [[5.9955, -1.0551, 1.9249], [5.0669, -0.0365, 1.6192], [3.7610, -0.5548, 1.4126], [2.9121, 0.4511, 0.6635], [2.5651, 0.0438, -0.7662], [1.2522, -0.7099, -0.8721], [1.3170, -2.1318, -0.3820], [-0.2554, -3.2078, -0.7293], [0.3670, -4.4742, 0.6111], [-1.9139, -4.2268, -0.9307], [-2.8410, -4.1409, 0.2674], [-4.1614, -3.3372, 0.1853], [-4.3121, -2.1278, -0.7389], [-5.4629, -1.2689, -0.1754], [-6.4681, -0.6595, -1.1795], [-6.8401, 0.8190, -0.9712], [-6.6946, 1.9358, -2.3914], [-4.9697, 1.9805, -2.6030], [-4.1083, 2.9031, -2.4816], [-2.8877, 2.3247, -2.8097], [-3.1286, 1.1038, -3.0834], [-4.4364, 0.8051, -2.9786], [0.5846, -4.2615, -2.1351], [0.4636, -3.6956, -3.5412], [1.3770, -2.5116, -3.8187], [2.1355, -2.6932, -5.1004], [3.1534, -1.6912, -5.2838], [2.7262, -0.4300, -5.2782], [1.8068, -0.0175, -5.9195], [5.5691, -1.7899, 2.5955], [6.3103, -1.5378, 1.0070], [6.8393, -0.5766, 2.3969], [3.7947, -1.5059, 0.8977], [3.3143, -0.7641, 2.3831], [3.4461, 1.3905, 0.6765], [1.9796, 0.5621, 1.1958], [3.3777, -0.5572, -1.1610], [2.5341, 0.9384, -1.3769], [0.5420, -0.1783, -0.2509], [0.8772, -0.6568, -1.8780], [1.3580, -2.0823, 0.7006], [2.2397, -2.6101, -0.7021], [-0.7228, -2.2579, -1.7901], [-0.9329, -2.4010, 0.3252], [1.1630, -5.0898, 0.2121], [0.7679, -3.9715, 1.4843], [-0.4127, -5.1518, 0.9404], [-1.5874, -5.2565, -0.9939], [-2.4118, -4.0218, -1.8719], [-2.2810, -3.8176, 1.1360], [-3.1584, -5.1548, 0.4873], [-4.9551, -4.0437, -0.0293], [-4.3566, -2.9750, 1.1889], [-3.3840, -1.5741, -0.7770], [-4.5923, -2.4770, -1.7222], [-5.0658, -0.5097, 0.4847], [-6.0392, -1.9395, 0.4464], [-6.1558, -0.8440, -2.1930], [-7.3970, -1.1969, -1.0500], [-6.2628, 1.2418, -0.1654], [-7.8782, 0.9016, -0.6993], [-2.4488, 0.3140, -3.3241], [1.6446, -4.3970, -1.9506], [0.1700, -5.2613, -2.1756], [0.7527, -4.4915, -4.2272], [-0.5620, -3.4475, -3.7886], [0.7768, -1.6177, -3.9184], [2.0857, -2.3274, -3.0226], [1.4722, -2.7415, -5.9535], [2.6639, -3.6335, -5.0678], [3.3212, 0.2137, -4.6338], [-6.4321, 10.7910, -3.4523], [-5.2149, 10.0946, -3.3088], [-5.0020, 9.5262, -2.0216], [-5.0867, 8.0182, -2.0511], [-6.4505, 7.5656, -2.2859], [-6.5795, 6.1314, -2.5456], [-5.8945, 5.5481, -3.7706], [-6.4400, 5.9727, -5.0096], [-5.9562, 7.2029, -5.4995], [-6.3904, 11.3234, -4.4013], [-7.2974, 10.1186, -3.4711], [-6.5710, 11.5204, -2.6477], [-5.7089, 9.9407, -1.2955], [-3.9931, 9.8106, -1.7102], [-4.7473, 7.6285, -1.0872], [-4.3863, 7.6624, -2.8188], [-6.8328, 8.0723, -3.0725], [-7.6477, 5.9190, -2.6367], [-6.2224, 5.5876, -1.6665], [-6.0149, 4.4677, -3.7168], [-4.8104, 5.7082, -3.7611], [-4.9122, 7.3685, -5.2203], [-6.5591, 8.0509, -5.1560], [-6.0222, 7.1721, -6.5876], [9.7012, -4.7477, 7.0904], [8.5744, -4.5631, 7.9205], [8.5591, -3.3403, 8.6437], [7.4943, -2.4001, 8.1281], [7.8292, -1.8884, 6.8078], [6.7559, -1.1513, 6.1448], [5.4623, -1.8849, 5.8162], [5.5881, -2.8763, 4.8191], [6.0344, -4.1438, 5.2563], [9.6818, -5.7796, 6.7448], [9.6857, -4.0897, 6.2145], [10.6321, -4.5798, 7.6410], [9.5436, -2.8623, 8.6198], [8.3294, -3.5868, 9.6843], [7.4049, -1.5568, 8.8200], [6.5405, -2.9461, 8.1406], [8.1025, -2.6612, 6.2164], [7.1601, -0.7708, 5.2043], [6.5105, -0.2786, 6.7584], [4.7714, -1.1445, 5.4056], [4.9768, -2.3012, 6.7079], [5.6932, -4.3667, 6.2708], [7.1249, -4.2326, 5.2122], [5.6169, -4.8869, 4.5779]], "forces_ev_per_angstrom": [[-0.428, 0.453, -0.181], [0.059, 0.082, -0.107], [-0.085, 0.152, 0.416], [0.071, -0.490, -0.218], [0.187, 0.295, 0.036], [0.258, 0.028, 0.165], [-0.336, -0.019, 0.131], [-0.066, -0.321, 0.016], [-0.137, 0.131, -0.127], [0.392, 0.065, 0.175], [-0.573, -0.050, -0.366], [0.765, -0.111, 0.201], [-0.440, -0.187, 0.541], [-0.182, -0.039, -0.509], [-0.062, 0.052, 0.288], [0.633, -0.360, -0.112], [-0.426, 0.571, -0.084], [-1.228, -0.949, 0.172], [0.451, 0.876, 0.094], [0.564, 0.578, 0.026], [-0.113, -0.254, 0.144], [0.473, -0.673, -0.313], [-0.178, 0.293, -0.308], [0.345, -0.332, 0.045], [-0.341, 0.489, -0.232], [-0.010, -0.537, -0.268], [0.338, -0.140, 0.658], [-0.125, 0.173, -0.438], [-0.496, 0.144, -0.074], [-0.043, -0.260, 0.278], [0.216, -0.332, -0.258], [0.393, 0.064, 0.158], [0.141, -0.306, -0.376], [-0.046, -0.104, 0.369], [0.107, 0.356, 0.100], [-0.336, 0.327, 0.271], [0.275, -0.228, -0.235], [-0.130, 0.330, -0.251], [-0.504, 0.222, 0.061], [-0.188, -0.019, -0.614], [0.076, -0.152, 0.409], [0.211, -0.229, -0.241], [0.024, 0.227, 0.089], [-0.001, 0.076, -0.016], [0.335, -0.201, -0.211], [-0.005, 0.221, 0.248], [-0.251, -0.141, 0.120], [0.123, -0.369, -0.155], [-0.183, 0.343, -0.330], [0.270, 0.294, 0.216], [-0.097, -0.330, 0.326], [-0.424, -0.066, -0.190], [-0.100, 0.030, 0.385], [0.306, 0.167, -0.238], [0.188, 0.025, -0.514], [0.173, 0.307, 0.212], [-0.210, -0.077, 0.393], [0.208, 0.057, -0.398], [-0.297, -0.335, -0.178], [0.205, 0.250, 0.329], [-0.449, 0.188, 0.086], [0.268, -0.168, -0.104], [0.394, 0.018, 0.300], [-0.255, -0.351, 0.282], [-0.024, -0.254, -0.331], [-0.335, 0.132, 0.050], [-0.151, 0.396, 0.147], [0.189, -0.133, 0.346], [-0.207, 0.225, -0.330], [0.397, -0.241, -0.042], [0.440, 0.141, 0.093], [0.043, -0.008, -0.048], [-0.099, 0.003, -0.005], [0.199, 0.046, 0.107], [-0.139, -0.072, -0.147], [0.089, -0.011, -0.065], [-0.210, 0.098, 0.091], [0.273, -0.062, 0.061], [-0.086, -0.033, 0.051], [-0.064, -0.046, -0.099], [0.012, -0.006, -0.014], [-0.021, 0.031, 0.064], [-0.033, 0.000, 0.008], [-0.053, -0.036, -0.033], [-0.009, 0.025, 0.004], [0.018, -0.034, 0.001], [0.082, 0.010, 0.070], [-0.007, 0.012, -0.049], [-0.007, -0.046, 0.033], [0.051, -0.018, -0.006], [-0.142, -0.038, -0.146], [0.000, 0.141, 0.008], [0.006, 0.036, 0.043], [0.088, 0.027, 0.046], [0.005, -0.019, -0.010], [-0.057, -0.037, 0.014], [0.067, 0.008, -0.094], [-0.038, -0.014, 0.222], [-0.049, -0.008, -0.201], [-0.079, -0.087, 0.017], [0.198, 0.046, -0.048], [-0.199, 0.164, 0.011], [0.101, -0.109, 0.044], [-0.050, -0.007, -0.153], [-0.020, -0.013, -0.001], [0.057, 0.034, 0.029], [0.023, 0.017, -0.017], [-0.006, 0.017, -0.072], [0.027, -0.005, 0.004], [-0.028, 0.012, 0.006], [-0.005, 0.019, 0.102], [0.013, -0.030, -0.028], [-0.015, 0.045, -0.008], [-0.030, -0.008, 0.028], [-0.009, -0.005, -0.016], [0.087, -0.070, 0.026], [0.040, 0.013, 0.039], [-0.002, -0.002, 0.109], [-0.032, 0.001, -0.007]], "lowdin_charge": [-0.11, -0.19, -0.24, -0.17, -0.22, -0.30, -0.36, 0.53, -0.24, -0.35, -0.29, -0.22, -0.20, -0.20, -0.23, -0.46, 0.97, -0.72, 0.07, 0.07, -0.17, 0.02, -0.33, -0.27, -0.21, -0.19, -0.03, -0.38, 0.09, 0.07, 0.08, 0.08, 0.11, 0.12, 0.11, 0.10, 0.10, 0.10, 0.10, 0.06, 0.05, 0.07, -0.01, 0.01, 0.01, 0.01, 0.01, 0.04, 0.06, 0.07, 0.09, 0.10, 0.09, 0.10, 0.10, 0.11, 0.09, 0.08, 0.10, 0.07, 0.06, 0.14, 0.06, 0.06, 0.09, 0.09, 0.10, 0.11, 0.12, 0.12, 0.14, -0.12, -0.19, -0.22, -0.22, -0.05, -0.20, -0.23, -0.17, -0.11, 0.09, 0.08, 0.09, 0.12, 0.12, 0.13, 0.11, 0.07, 0.12, 0.12, 0.07, 0.11, 0.09, 0.07, 0.09, -0.12, -0.19, -0.22, -0.22, -0.05, -0.20, -0.22, -0.19, -0.09, 0.09, 0.08, 0.09, 0.12, 0.12, 0.12, 0.11, 0.07, 0.11, 0.12, 0.12, 0.11, 0.09, 0.07, 0.09]}

{"formula": "CH4N2O", "method": "ωB97M-V/def2-TZVPD", "e_tot_ha": -225.1177, "multiplicity": 1, "smiles": "[NH3+][O-].C#N", "e_lumo_ev": 0.3, "max_force_ha_per_bohr": 0.117, "symbols": ["C", "N", "N", "O", "H", "H", "H", "H"], "positions_angstrom": [[-0.1259, -1.9687, 0.7962], [0.0918, -2.1741, 1.9246], [0.1239, 1.1747, -0.8057], [-0.4669, 0.1369, -1.3227], [-0.2720, -1.8812, -0.1908], [1.0660, 0.9180, -0.2679], [-0.3875, 1.5988, 0.0457], [0.3076, 1.8311, -1.5632]], "forces_ev_per_angstrom": [[1.110, -1.262, 5.755], [-0.532, 0.710, -2.551], [1.955, 0.349, 3.359], [-1.108, -1.917, -0.612], [-0.596, 0.661, -3.248], [-1.396, 0.655, -1.558], [0.265, -0.004, -1.675], [0.301, 0.808, 0.530]], "lowdin_charge": [-0.07, 0.05, -0.14, -0.31, -0.01, 0.18, 0.17, 0.14]}

{"formula": "C15H14N2O3S", "method": "ωB97M-V/def2-TZVPD", "e_tot_ha": -1313.4054, "multiplicity": 1, "smiles": "CSc1ccc(/C=N/NC(=O)c2cc(O)cc(O)c2)cc1", "e_lumo_ev": 0.2, "max_force_ha_per_bohr": 0.022, "symbols": ["C", "H", "H", "H", "S", "C", "C", "C", "C", "C", "C", "H", "H", "C", "N", "N", "C", "O", "C", "C", "C", "C", "C", "C", "H", "O", "H", "H", "O", "H", "H", "H", "H", "H", "H"], "positions_angstrom": [[-4.9437, 0.3385, 5.5524], [-4.6732, -0.7081, 5.4476], [-5.4541, 0.7067, 4.6673], [-5.5771, 0.4698, 6.4243], [-3.4605, 1.3345, 5.8740], [-2.4605, 1.0955, 4.4434], [-1.2350, 1.7619, 4.4307], [-0.3866, 1.6354, 3.3548], [-0.7395, 0.8395, 2.2613], [-1.9688, 0.1763, 2.2842], [-2.8212, 0.3004, 3.3600], [-3.7625, -0.2250, 3.3464], [-2.2354, -0.4371, 1.4385], [0.1510, 0.7073, 1.1332], [-0.1577, -0.0077, 0.1278], [0.6875, -0.1012, -0.9055], [0.4290, -0.9267, -1.9750], [-0.5480, -1.6309, -2.0484], [1.4898, -0.8677, -3.0252], [1.8392, -2.0477, -3.6614], [2.8134, -2.0377, -4.6560], [3.4164, -0.8427, -5.0215], [3.0447, 0.3447, -4.4006], [2.0886, 0.3346, -3.3939], [1.7862, 1.2675, -2.9365], [3.6516, 1.4884, -4.8114], [3.2887, 2.2453, -4.3360], [4.1681, -0.8080, -5.7964], [3.1437, -3.2122, -5.2426], [3.8128, -3.0672, -5.9229], [1.3599, -2.9731, -3.3891], [1.5826, 0.3933, -0.8627], [1.1055, 1.2523, 1.1820], [0.5605, 2.1561, 3.3566], [-0.9648, 2.3758, 5.2767]], "forces_ev_per_angstrom": [[0.550, 0.256, -0.086], [-0.100, -0.088, -0.023], [-0.114, -0.064, -0.036], [-0.037, -0.002, 0.034], [-0.187, -0.043, 0.110], [-0.150, 0.002, 0.153], [-0.234, -0.058, 0.126], [-0.015, -0.187, -0.325], [-0.565, 0.032, 0.635], [0.277, 0.112, -0.071], [-0.001, 0.039, 0.070], [-0.083, -0.037, 0.016], [-0.061, -0.082, -0.088], [0.690, -0.029, -0.758], [-0.673, -0.111, 0.454], [0.990, 0.579, -0.061], [-0.202, -0.020, 0.182], [0.039, -0.097, -0.079], [0.258, -0.100, -0.449], [0.010, -0.127, -0.007], [-0.099, 0.484, 0.211], [0.030, 0.209, -0.028], [-0.145, -0.322, 0.182], [0.001, 0.077, 0.049], [-0.040, 0.077, 0.031], [0.083, 0.148, -0.097], [0.021, -0.132, -0.036], [0.096, -0.012, -0.102], [0.054, -0.207, -0.105], [-0.097, 0.013, 0.110], [-0.086, -0.116, 0.037], [-0.344, -0.273, -0.055], [-0.057, -0.058, -0.053], [0.106, 0.051, -0.011], [0.085, 0.086, 0.072]], "lowdin_charge": [-0.40, 0.04, 0.04, 0.03, 0.89, -0.55, -0.12, -0.04, -0.22, -0.02, -0.08, 0.09, 0.11, -0.10, 0.07, 0.03, -0.43, 0.10, -0.14, 0.05, -0.30, 0.05, -0.31, 0.01, 0.12, 0.06, 0.11, 0.13, 0.07, 0.11, 0.13, 0.14, 0.13, 0.11, 0.10]}